No. 1
Below is a cluster of 9 separate species, C32H90N8O9 in total at a distorted geometry, with properties calculated with wB97M-V/def2-TZVPD.

CARTESIAN COORDINATES (ANGSTROEM)
1 O -0.91686 -1.58063 4.28505
2 H -0.59245 -2.47470 4.44908
3 H -1.35808 -1.32530 5.10694
4 C 2.41373 -3.15404 -4.08098
5 C 2.09435 -2.00421 -3.15233
6 C 1.66438 -0.78726 -3.93747
7 O 2.76886 -0.32440 -4.66558
8 C 2.43453 0.49746 -5.74182
9 N 1.02219 -2.42776 -2.21440
10 H 3.13099 -2.93767 -4.88493
11 H 1.57586 -3.37981 -4.76136
12 H 2.75292 -4.04797 -3.56137
13 H 3.01734 -1.80673 -2.58075
14 H 1.22687 0.02447 -3.34292
15 H 0.88817 -1.13791 -4.63756
16 H 3.33570 0.91499 -6.18262
17 H 1.82797 1.36419 -5.43691
18 H 1.89631 -0.07659 -6.50516
19 H 0.88215 -1.67798 -1.52916
20 H 1.50138 -3.15342 -1.67551
21 C 4.39102 1.89684 -2.49358
22 C 5.46733 2.44904 -3.42626
23 C 6.85805 2.41199 -2.81984
24 O 6.96291 2.96588 -1.52143
25 C 6.88335 4.35650 -1.52171
26 N 5.51825 1.61142 -4.69180
27 H 4.40764 2.45984 -1.55776
28 H 4.54157 0.82935 -2.29032
29 H 3.40866 1.88520 -2.97207
30 H 5.19996 3.48349 -3.68026
31 H 7.54992 2.93336 -3.49675
32 H 7.20836 1.38093 -2.76685
33 H 7.57356 4.93672 -2.14658
34 H 7.14598 4.65904 -0.49668
35 H 5.87624 4.78439 -1.63819
36 H 5.49695 2.30846 -5.43815
37 H 4.61032 1.16031 -4.79421
38 C -1.54664 1.61669 0.71132
39 C -1.48762 0.10036 0.73674
40 C -0.09011 -0.50021 0.70533
41 O 0.63030 -0.06504 -0.42900
42 C 1.85518 0.60776 -0.21963
43 N -2.23243 -0.29901 1.95539
44 H -2.56484 1.98674 0.75263
45 H -1.08210 1.99453 -0.21199
46 H -0.89563 2.07962 1.46238
47 H -2.06541 -0.31394 -0.09437
48 H -0.26354 -1.58351 0.63503
49 H 0.46918 -0.25189 1.61553
50 H 1.72725 1.35944 0.56639
51 H 2.25088 1.04347 -1.13518
52 H 2.63920 -0.09151 0.09224
53 H -1.77911 0.04657 2.79372
54 H -2.21913 -1.31700 1.98308
55 C -6.42303 1.83978 4.61490
56 C -5.26125 1.59927 3.67442
57 C -4.38233 2.83885 3.53650
58 O -5.02707 3.94759 2.95818
59 C -5.57569 3.68780 1.70613
60 N -4.40801 0.50873 4.23060
61 H -6.04403 1.85582 5.63969
62 H -7.18462 1.06679 4.51795
63 H -6.85559 2.82935 4.45782
64 H -5.64454 1.30623 2.68856
65 H -3.52967 2.53971 2.90206
66 H -3.94962 3.08691 4.50457
67 H -4.87922 3.12793 1.07292
68 H -5.78604 4.65678 1.25967
69 H -6.51786 3.12983 1.72113
70 H -5.04018 -0.30355 4.23429
71 H -3.74041 0.16332 3.53343
72 C 2.76185 0.02088 4.43474
73 C 3.18701 1.35212 5.04955
74 C 2.96232 2.57460 4.19045
75 O 3.44391 2.34980 2.87880
76 C 3.14366 3.41194 1.99481
77 N 2.53768 1.51485 6.33510
78 H 1.72537 0.17586 4.11425
79 H 2.78429 -0.76706 5.18537
80 H 3.35036 -0.22005 3.55619
81 H 4.28717 1.29003 5.14005
82 H 3.48251 3.46709 4.59382
83 H 1.93393 2.97039 4.09229
84 H 3.61408 3.17296 1.04458
85 H 3.51570 4.34025 2.44336
86 H 2.06971 3.52322 1.78138
87 H 2.55380 0.71193 6.94083
88 H 2.80184 2.33568 6.85805
89 C -7.48534 3.05000 -3.81002
90 C -6.92298 3.94548 -2.73227
91 C -5.41615 3.82102 -2.64269
92 O -5.00226 4.54146 -1.52334
93 C -3.67376 4.31224 -1.11997
94 N -7.31467 5.34944 -3.04572
95 H -8.50572 3.34262 -4.06521
96 H -7.53190 1.98002 -3.61025
97 H -6.91100 3.21974 -4.73018
98 H -7.35005 3.74492 -1.74709
99 H -4.96007 4.24908 -3.55671
100 H -5.10490 2.76483 -2.71843
101 H -3.47832 4.87956 -0.21374
102 H -2.92197 4.52241 -1.89127
103 H -3.55860 3.24688 -0.86088
104 H -6.75136 5.60327 -3.86222
105 H -6.91450 5.92210 -2.30123
106 C 4.89020 -6.20621 3.71879
107 C 3.44547 -5.70348 3.84584
108 C 2.89806 -5.52481 2.44040
109 O 3.56830 -4.49148 1.74753
110 C 3.20807 -3.20585 2.18913
111 N 2.61506 -6.71820 4.54066
112 H 5.36238 -6.39403 4.68913
113 H 5.52351 -5.52841 3.14871
114 H 4.82309 -7.20771 3.28345
115 H 3.33810 -4.77709 4.40718
116 H 1.82578 -5.28924 2.47438
117 H 3.03675 -6.43431 1.85501
118 H 3.72062 -2.46036 1.58820
119 H 3.52596 -3.11710 3.22866
120 H 2.14755 -2.97193 2.05307
121 H 2.56365 -7.53296 3.92261
122 H 3.14802 -7.09827 5.32171
123 C -2.85401 -3.19361 -0.79399
124 C -2.69954 -4.38023 -1.70456
125 C -2.82733 -4.03529 -3.16860
126 O -2.65449 -5.14706 -3.99234
127 C -2.87791 -4.86527 -5.33731
128 N -1.38477 -5.00153 -1.38006
129 H -2.08955 -2.44224 -1.01046
130 H -2.90639 -3.50189 0.24733
131 H -3.78414 -2.63263 -0.95907
132 H -3.36145 -5.23652 -1.50228
133 H -2.04029 -3.28092 -3.39637
134 H -3.72152 -3.43103 -3.40640
135 H -2.83653 -5.80275 -5.88067
136 H -2.16333 -4.12742 -5.74884
137 H -3.82784 -4.34439 -5.55607
138 H -0.66409 -4.27681 -1.36519
139 H -1.06163 -5.67022 -2.07217

Computed properties:
net charge = 0
molecular weight = 731.119 g/mol
SMILES = COC[C@H](C)N.COC[C@H](C)N.COC[C@H](C)N.COC[C@H](C)N.COC[C@H](C)N.COC[C@H](C)N.COC[C@H](C)N.COC[C@H](C)N.O
energy relative to the best compared isomer or geometry (same formula, charge and spin) = 9.72 kcal/mol
HOMO level = -0.328 hartree
max |F| = 0.044 hartree/bohr
LUMO energy = 0.0129 Eh
frontier orbital gap = 9.3 eV

Löwdin population analysis, charges in e, atoms 1 to 8:
1. O -0.06
2. H 0.04
3. H 0.05
4. C -0.07
5. C -0.43
6. C -0.21
7. O -0.21
8. C -0.12

***

No. 2
Below is a cluster of 16 separate species, C32H96O16 in total at a distorted geometry, with properties calculated with wB97M-V/def2-TZVPD.

CARTESIAN COORDINATES (ANGSTROEM)
1 C 10.11084 -13.04849 2.42967
2 C 11.48056 -12.30708 2.50424
3 O 11.81512 -11.81263 1.24228
4 H 10.13153 -13.89446 1.74264
5 H 9.31112 -12.42963 2.02278
6 H 9.84615 -13.29836 3.45710
7 H 12.34085 -12.88006 2.85021
8 H 11.39112 -11.43881 3.15710
9 H 12.39347 -11.06069 1.38959
10 C 7.19038 -21.34737 3.48329
11 C 8.06128 -22.56358 3.61983
12 O 9.38005 -22.31111 3.17606
13 H 6.14992 -21.47251 3.78308
14 H 7.18444 -21.00834 2.44738
15 H 7.61455 -20.51966 4.05169
16 H 7.63337 -23.39026 3.05273
17 H 8.05442 -22.91148 4.65280
18 H 9.41242 -22.27475 2.21729
19 C 14.73571 -23.49733 2.82946
20 C 14.54869 -22.94350 4.22938
21 O 15.90186 -22.94969 4.75406
22 H 15.35547 -24.39303 2.78810
23 H 15.23406 -22.70561 2.27008
24 H 13.78695 -23.68162 2.32547
25 H 13.94236 -23.55450 4.89806
26 H 14.13223 -21.93648 4.25317
27 H 16.08295 -23.81833 5.12047
28 C 17.77243 -19.35918 5.05017
29 C 16.84757 -19.73012 3.87198
30 O 17.21840 -20.96525 3.39931
31 H 17.92725 -20.20948 5.71432
32 H 17.33144 -18.54474 5.62490
33 H 18.76805 -19.14130 4.66367
34 H 16.84171 -19.02772 3.03849
35 H 15.82990 -19.82734 4.25014
36 H 16.76470 -21.61095 3.94596
37 C 9.55348 -18.85404 0.80517
38 C 9.55525 -18.52379 -0.71389
39 O 10.90241 -18.67486 -1.20137
40 H 9.84349 -19.88836 0.98995
41 H 8.57831 -18.59446 1.21722
42 H 10.29819 -18.22937 1.29841
43 H 9.14319 -17.56226 -1.02008
44 H 8.95112 -19.26500 -1.23708
45 H 11.15826 -17.88943 -1.69050
46 C 13.46976 -11.53111 5.75755
47 C 12.97041 -12.92524 6.00528
48 O 13.38325 -13.26429 7.34689
49 H 13.13791 -10.86272 6.55205
50 H 13.11125 -11.08758 4.82865
51 H 14.54483 -11.35151 5.76680
52 H 13.39795 -13.66612 5.32970
53 H 11.88861 -12.99513 5.89166
54 H 12.58854 -13.54020 7.80939
55 C 11.75420 -15.98597 7.84649
56 C 10.52744 -15.35157 8.45467
57 O 10.53812 -13.96308 8.31728
58 H 12.65694 -15.62898 8.34221
59 H 11.84289 -15.76858 6.78209
60 H 11.73321 -17.05514 8.05752
61 H 10.45269 -15.61230 9.51039
62 H 9.60516 -15.72908 8.01311
63 H 9.72867 -13.65865 8.73408
64 C 13.80559 -19.80234 1.01076
65 C 12.57382 -20.73026 1.09840
66 O 11.94919 -20.98065 -0.13562
67 H 14.24866 -19.71929 2.00317
68 H 13.55206 -18.76922 0.77304
69 H 14.58342 -20.10034 0.30770
70 H 11.89694 -20.42517 1.89643
71 H 12.90092 -21.70849 1.45077
72 H 11.69123 -20.12636 -0.48955
73 C 14.53159 -20.18740 7.23384
74 C 15.48318 -21.33081 7.55902
75 O 15.65978 -21.27009 8.92731
76 H 13.54141 -20.51345 7.55218
77 H 14.49496 -20.03194 6.15560
78 H 14.80255 -19.23640 7.69239
79 H 16.47312 -21.19991 7.12199
80 H 15.06330 -22.26829 7.19444
81 H 16.41834 -21.83546 9.09022
82 C 12.27973 -15.56618 0.13776
83 C 13.57180 -14.84827 0.54873
84 O 13.66382 -13.59601 -0.03653
85 H 12.14230 -16.48334 0.71051
86 H 12.31327 -15.77717 -0.93110
87 H 11.38546 -14.95208 0.24381
88 H 14.47220 -15.39939 0.27734
89 H 13.46445 -14.78030 1.63130
90 H 13.00449 -13.07788 0.43083
91 C 16.84850 -15.80085 6.24621
92 C 16.70527 -16.47013 7.63583
93 O 17.59834 -15.84301 8.51189
94 H 16.52731 -14.76046 6.29672
95 H 16.24764 -16.37353 5.53973
96 H 17.83614 -15.85259 5.78796
97 H 17.10649 -17.48360 7.63314
98 H 15.68718 -16.35636 8.00819
99 H 17.45022 -16.20216 9.38978
100 C 9.08810 -16.05798 5.10164
101 C 8.91875 -16.37995 3.58882
102 O 7.97961 -15.42967 3.07932
103 H 8.15320 -16.29648 5.60878
104 H 9.30726 -14.99569 5.20947
105 H 9.87250 -16.70611 5.49243
106 H 8.50334 -17.38111 3.47394
107 H 9.87472 -16.32186 3.06841
108 H 8.13644 -15.37546 2.13378
109 C 10.34695 -21.35507 6.83417
110 C 11.33927 -21.80504 5.78248
111 O 11.20971 -21.00361 4.61486
112 H 10.61560 -21.95254 7.70535
113 H 9.31932 -21.51406 6.50738
114 H 10.48071 -20.29171 7.03283
115 H 11.17226 -22.81584 5.41033
116 H 12.35602 -21.67846 6.15437
117 H 10.58069 -21.44626 4.04041
118 C 17.19766 -18.73319 -1.64102
119 C 16.81601 -17.23744 -1.30888
120 O 16.85866 -16.51473 -2.52318
121 H 16.27764 -19.17399 -2.02493
122 H 17.46376 -19.24755 -0.71759
123 H 18.02522 -18.87758 -2.33557
124 H 17.60316 -16.79067 -0.70153
125 H 15.86571 -17.21978 -0.77528
126 H 16.31683 -15.73977 -2.35742
127 C 17.44037 -14.24406 1.53228
128 C 16.77331 -15.14619 2.58915
129 O 15.90513 -14.46176 3.40821
130 H 18.18307 -14.75841 0.92241
131 H 18.01315 -13.48698 2.06787
132 H 16.70845 -13.71996 0.91768
133 H 17.45374 -15.71392 3.22381
134 H 16.24839 -15.94568 2.06631
135 H 16.40755 -13.89347 3.99662
136 C 13.29233 -16.54633 4.40678
137 C 12.98921 -18.02375 4.19858
138 O 12.19168 -18.40659 5.28441
139 H 13.73134 -16.36998 5.38875
140 H 12.40170 -15.94626 4.22029
141 H 14.06103 -16.24203 3.69641
142 H 13.85231 -18.68891 4.17149
143 H 12.45671 -18.25578 3.27625
144 H 11.88541 -19.31358 5.21240

Computed properties:
net charge = 0
molecular weight = 737.104 g/mol
energy relative to the best compared isomer or geometry (same formula, charge and spin) = 76.59 kcal/mol
HOMO level = -0.349 hartree
max |F| = 0.053 hartree/bohr
LUMO energy = 0.0136 Eh
frontier orbital gap = 9.9 eV

Löwdin population analysis, charges in e, atoms 1 to 8:
1. C -0.05
2. C -0.30
3. O -0.08
4. H 0.05
5. H 0.08
6. H 0.06
7. H 0.10
8. H 0.10